Record 1
{
  "formula": "C12H18F9N2O12Pt",
  "method": "ωB97M-V/def2-TZVPD",
  "charge": -3,
  "relative_energy_kj_mol": 0.0,
  "multiplicity": 3,
  "homo_lumo_gap_ev": [5.144, 5.818],
  "lumo_ev": [6.39, 6.39],
  "energy_ha": -2498.1612,
  "e_homo_ev": [1.242, 0.568],
  "elements": ["Pt", "N", "O", "O", "O", "N", "O", "O", "O", "C", "O", "O", "C", "F", "F", "F", "C", "C", "H", "H", "H", "H", "H", "H", "C", "O", "O", "C", "F", "F", "F", "C", "C", "H", "H", "H", "H", "H", "H", "C", "O", "O", "C", "F", "F", "F", "C", "C", "H", "H", "H", "H", "H", "H"],
  "coordinates": [[1.1980, -0.8419, -0.5740], [4.0182, 0.6786, -1.4781], [2.9984, 0.0070, -1.8523], [3.8614, 1.6075, -0.6462], [5.1398, 0.4454, -1.9651], [2.5670, -3.2327, -2.5249], [3.4838, -3.5637, -1.7549], [2.5841, -3.6255, -3.7172], [1.5874, -2.5508, -2.1121], [-1.3014, 0.9350, -2.1246], [-1.2460, 1.5659, -3.4212], [-0.0636, 0.6525, -1.7004], [-2.3265, 1.6398, -1.2098], [-3.5714, 1.6194, -1.7493], [-2.4111, 1.0688, 0.0113], [-2.0168, 2.9430, -0.9640], [-2.3152, 1.5047, -4.3009], [-2.0055, 2.3672, -5.5331], [-1.1179, 2.0041, -6.0509], [-2.8568, 2.3155, -6.2164], [-1.8367, 3.3942, -5.2084], [-3.2445, 1.8962, -3.8709], [-2.5586, 0.4901, -4.6496], [-1.6808, -0.0849, -2.3264], [2.6036, -0.5926, 1.8083], [1.9363, 0.5191, 1.2211], [2.6557, -1.6425, 0.9815], [3.9886, -0.2995, 2.5115], [4.3978, -1.4540, 3.1210], [4.9273, 0.0248, 1.6013], [4.0749, 0.6469, 3.5147], [1.5762, 1.5646, 2.0741], [0.5278, 2.3592, 1.3092], [-0.4091, 1.8042, 1.2249], [0.2421, 3.2877, 1.8241], [0.8218, 2.6167, 0.2927], [2.4174, 2.2314, 2.3062], [1.1430, 1.2511, 3.0342], [2.0022, -0.8881, 2.6985], [-1.5634, -1.8629, 0.9554], [-1.1749, -1.4858, 2.3225], [-0.4518, -2.1259, 0.2990], [-2.6618, -2.9534, 0.9097], [-3.7104, -2.7243, 1.7835], [-3.2355, -2.9126, -0.3217], [-2.2389, -4.2188, 1.1385], [-2.1392, -1.1699, 3.3060], [-1.3519, -0.5578, 4.4935], [-2.1930, -0.5093, 5.2013], [-0.5624, -1.2274, 4.8240], [-0.9751, 0.4352, 4.2697], [-2.6799, -2.0575, 3.6415], [-2.8191, -0.3589, 3.0119], [-2.0333, -0.9351, 0.5813]],
  "forces_ev_per_angstrom": [[0.4, -0.6, -0.2], [-0.7, 0.6, 0.5], [0.9, 0.2, 0.1], [0.3, -0.5, -0.6], [-0.5, 0.0, 0.0], [0.7, -0.4, 0.5], [-0.5, 0.3, -0.3], [-0.3, 0.3, 0.2], [-0.3, -0.1, -0.6], [1.6, -3.9, -0.6], [0.3, 1.2, 0.0], [-0.7, 2.2, 0.5], [1.3, 0.5, 0.5], [-0.1, 0.1, 0.4], [-0.2, 0.1, -0.5], [-0.3, -0.1, -0.3], [-0.6, 0.3, -0.5], [0.1, -0.4, 0.5], [0.1, 0.0, 0.0], [0.0, 0.1, -0.1], [0.0, 0.1, -0.1], [0.0, 0.0, 0.0], [0.3, -0.2, 0.2], [-1.4, 0.1, 0.0], [-0.8, -2.0, 1.6], [0.9, 0.1, 0.6], [0.3, 1.7, -0.3], [0.8, -0.3, -1.4], [-0.2, 0.5, -0.1], [0.0, 0.0, 0.7], [-0.5, -0.2, -0.5], [-0.7, 1.2, -0.5], [-0.8, 0.4, 0.2], [0.2, -0.3, 0.0], [0.3, 0.0, 0.1], [0.3, -0.2, 0.0], [0.2, -0.3, -0.1], [0.1, -0.5, -0.1], [-0.3, 0.4, 0.3], [1.7, 2.0, -0.3], [-0.7, -0.6, 0.7], [-1.0, -1.0, 0.0], [0.2, 0.0, -0.3], [0.4, -0.3, -0.4], [0.1, -0.4, 0.4], [-0.4, 0.6, -0.1], [1.9, 0.8, 0.0], [-1.6, -0.8, -0.4], [0.6, 0.4, 0.7], [0.0, 0.0, 0.1], [0.1, 0.0, -0.1], [-0.2, 0.1, 0.1], [-0.4, -0.3, -0.4], [-0.7, -0.4, 0.0]],
  "mulliken_charge": [3.75, 0.94, -0.59, -0.61, -0.73, 0.91, -0.63, -0.71, -0.55, -0.30, -0.32, -1.43, 0.67, -0.33, -0.25, -0.33, -0.12, -1.34, 0.31, 0.39, 0.31, 0.21, 0.28, 0.25, 0.80, -0.58, -1.02, 0.53, -0.30, -0.24, -0.32, -0.40, -0.85, -0.14, 0.46, 0.32, 0.24, 0.24, -0.25, 0.97, -0.23, -1.16, 0.61, -0.30, -0.27, -0.29, -0.27, -1.23, 0.46, 0.31, 0.17, 0.27, 0.24, -0.53]
}

=====

Record 2
{
  "formula": "C12H18F9NO5S4",
  "method": "ωB97M-V/def2-TZVPD",
  "multiplicity": 1,
  "homo_lumo_gap_ev": 7.620,
  "lumo_ev": -1.42,
  "energy_ha": -3390.2627,
  "e_homo_ev": -9.036,
  "elements": ["C", "O", "C", "C", "C", "C", "C", "S", "S", "C", "C", "C", "F", "C", "F", "F", "H", "H", "H", "H", "H", "H", "H", "H", "H", "H", "H", "H", "H", "H", "H", "H", "H", "H", "C", "F", "F", "F", "S", "O", "O", "N", "S", "O", "O", "C", "F", "F", "F"],
  "coordinates": [[2.1297, -0.9938, 2.4892], [1.3450, 0.1640, 2.2727], [1.9756, 1.3924, 2.5508], [0.8507, 2.3870, 2.5430], [0.2905, 2.4120, 1.1127], [-1.2161, 2.2377, 1.0065], [-1.5469, 1.3743, -0.2072], [-1.5383, -0.3616, 0.2684], [-1.9089, -1.2734, -1.5315], [-2.9149, -0.6133, 1.4045], [-4.3080, -0.7138, 0.8006], [-5.0892, 0.5581, 0.8530], [-5.7920, 0.8851, -0.2629], [-5.1274, 1.4388, 1.8924], [-5.6131, 1.1376, 3.0823], [-4.6508, 2.6722, 1.8783], [2.6269, -1.1719, 1.5485], [1.4683, -1.8281, 2.6979], [2.8414, -0.8895, 3.3063], [2.4505, 1.3504, 3.5355], [2.7540, 1.6790, 1.8386], [0.1101, 2.0555, 3.2695], [1.1952, 3.3614, 2.8800], [0.5645, 3.3766, 0.6926], [0.7964, 1.6547, 0.5197], [-1.7000, 3.1986, 0.8479], [-1.6482, 1.8637, 1.9309], [-2.4570, 1.6301, -0.7424], [-0.7204, 1.4245, -0.9133], [-1.9394, -2.5268, -1.0596], [-2.6692, -1.5310, 1.9308], [-2.8336, 0.1801, 2.1406], [-4.8384, -1.4804, 1.3733], [-4.3203, -1.0603, -0.2289], [0.7498, -2.3859, -1.6913], [0.1324, -2.4265, -0.4959], [0.9269, -3.6343, -2.1048], [-0.0777, -1.7859, -2.5534], [2.3493, -1.4791, -1.5351], [3.1104, -2.2559, -0.5976], [1.9554, -0.1640, -1.0936], [2.7749, -1.5997, -3.0375], [4.1399, -0.9441, -3.5232], [5.3247, -1.5855, -3.0381], [4.1398, 0.4894, -3.5524], [4.0001, -1.4588, -5.2865], [2.9034, -0.9521, -5.8522], [3.9444, -2.7848, -5.3998], [5.0599, -1.0223, -5.9592]],
  "forces_ev_per_angstrom": [[0.0, 0.2, -0.7], [-0.3, -0.1, 0.5], [0.0, -0.1, 0.8], [0.1, 0.0, -0.2], [0.2, 0.7, 0.6], [-0.1, 0.3, -0.4], [-0.3, 0.0, -0.3], [0.5, -0.4, 0.3], [-4.3, 1.9, 1.4], [-0.5, -0.1, -0.2], [-1.4, -0.3, 1.0], [-0.4, 0.3, 0.4], [1.4, 0.7, -0.7], [0.0, -0.3, -0.5], [1.4, -0.3, 0.5], [-1.4, 0.5, -0.3], [0.6, -0.5, -0.1], [-0.2, -0.1, 0.1], [0.0, 0.2, 0.1], [0.1, 0.0, 0.1], [0.0, -0.3, -0.3], [-0.1, -0.1, 0.0], [0.1, 0.2, -0.1], [0.0, 0.0, -0.4], [0.0, -0.1, 0.0], [-0.1, 0.1, 0.0], [0.0, -0.2, 0.1], [-0.3, -0.1, 0.1], [0.1, 0.0, -0.2], [0.2, 0.2, 0.1], [0.2, -0.2, -0.1], [0.0, 0.2, 0.1], [0.0, -0.3, -0.1], [0.2, 0.0, -0.2], [1.3, -0.5, -0.4], [0.9, -0.6, 0.5], [-0.1, -0.1, 0.1], [2.6, -0.9, -2.0], [0.3, 0.0, -0.1], [-0.2, -0.1, -0.1], [-0.4, 0.1, 0.0], [-0.1, 0.2, 0.7], [0.6, 0.2, -0.5], [-0.2, -0.2, 0.1], [-0.3, 0.0, 0.1], [-0.2, -0.1, 0.0], [-0.1, 0.1, 0.0], [0.0, -0.1, 0.0], [0.1, 0.1, 0.0]],
  "mulliken_charge": [-0.87, -0.10, -0.76, -0.93, -0.22, -0.72, -1.13, 0.70, -0.28, -1.11, -0.45, 0.32, -0.30, 0.22, -0.22, -0.19, 0.29, 0.20, 0.40, 0.54, 0.30, 0.29, 0.40, 0.53, 0.05, 0.45, 0.28, 0.68, 0.63, 0.22, 0.48, 0.46, 0.44, 0.36, 0.74, -0.25, -0.24, -0.24, 0.95, -0.68, -0.60, -0.33, 1.01, -0.64, -0.65, 0.66, -0.24, -0.23, -0.21]
}

=====

Record 3
{
  "formula": "C12H18FNO2",
  "method": "ωB97M-V/def2-TZVPD",
  "relative_energy_kj_mol": 121.3,
  "multiplicity": 1,
  "homo_lumo_gap_ev": 10.383,
  "lumo_ev": 0.90,
  "smiles": "C#C[C@H]1CC(=O)N[C@H]1CCCF.CC(C)=O",
  "energy_ha": -773.0848,
  "e_homo_ev": -9.485,
  "elements": ["C", "C", "C", "C", "C", "O", "N", "C", "C", "C", "C", "F", "H", "H", "H", "H", "H", "H", "H", "H", "H", "H", "H", "H", "C", "C", "C", "O", "H", "H", "H", "H", "H", "H"],
  "coordinates": [[2.9566, 2.0891, 0.3925], [1.9850, 1.5756, 0.8677], [0.8297, 0.8606, 1.4135], [-0.3314, 0.4964, 0.4947], [-0.6404, -0.9581, 0.9407], [-1.4430, -1.6670, 0.4147], [0.1713, -1.2635, 2.0084], [1.4303, -0.5293, 1.8119], [2.1527, -1.2283, 0.6292], [3.6604, -1.4061, 0.8368], [4.2899, -1.7512, -0.5154], [3.4932, -2.6410, -1.1938], [3.8699, 2.3904, -0.0347], [0.5416, 1.3554, 2.3359], [-0.0928, 0.6065, -0.5518], [-1.2824, 0.9691, 0.7102], [0.2519, -2.2382, 2.2532], [1.9991, -0.3980, 2.7249], [1.9455, -0.7640, -0.3307], [1.7453, -2.2300, 0.5703], [3.8934, -2.2070, 1.5358], [4.1306, -0.4857, 1.1698], [5.3021, -2.1311, -0.4295], [4.2724, -0.8367, -1.1050], [-5.2562, 1.7030, -0.7354], [-3.9507, 1.5480, -1.4763], [-3.9674, 0.7055, -2.7272], [-2.9356, 2.0750, -1.0839], [-5.1023, 2.3295, 0.1406], [-5.9984, 2.1745, -1.3814], [-5.6194, 0.7263, -0.4124], [-4.6554, 1.1347, -3.4575], [-4.2766, -0.3126, -2.4862], [-2.9687, 0.6775, -3.1571]],
  "forces_ev_per_angstrom": [[-0.1, -0.4, 0.1], [-0.6, 0.5, -0.4], [1.6, -0.2, 0.2], [-0.2, -0.8, 1.1], [0.7, 0.9, -0.5], [-1.0, -0.8, -0.2], [0.2, 0.2, 0.5], [-1.3, -0.1, -0.8], [0.9, -0.2, 1.3], [0.2, -0.2, -1.0], [-0.3, 1.2, 0.6], [-0.1, -0.8, -0.3], [0.3, 0.4, -0.2], [-0.4, 0.0, 0.0], [-0.1, -0.2, -0.3], [0.1, 0.8, -0.1], [-0.2, -0.1, -0.1], [0.2, -0.4, 0.1], [0.0, 0.3, 0.0], [-0.2, -0.2, -0.2], [-0.2, 0.0, 0.3], [0.1, 0.1, 0.2], [0.1, -0.2, -0.1], [0.3, 0.1, -0.2], [0.1, 0.1, 0.2], [0.1, 0.0, 0.0], [0.2, 0.1, 0.0], [0.0, 0.0, 0.0], [0.0, 0.0, 0.0], [-0.1, -0.1, 0.0], [-0.1, 0.0, -0.1], [-0.1, -0.1, 0.0], [-0.1, 0.0, -0.1], [0.0, 0.0, 0.0]],
  "mulliken_charge": [-0.07, -0.93, 0.19, -0.55, 0.22, -0.63, -0.41, -0.07, -0.89, -0.62, -0.52, -0.30, 0.45, 0.57, 0.30, 0.28, 0.32, 0.51, 0.44, 0.38, 0.32, 0.35, 0.36, 0.28, -1.16, 0.91, -1.15, -0.55, 0.30, 0.35, 0.32, 0.37, 0.32, 0.29]
}